The following is a DFT calculation (ωB97M-V/def2-TZVPD) of an isolated molecule of C5H11NO3 in a non-equilibrium geometry.

Cartesian coordinates (Å):
O (1.31396, 0.23496, 0.03404)
O (-0.11193, -0.92046, 2.28110)
O (1.68182, -0.30519, 3.52367)
N (0.75503, 1.25707, 2.07268)
C (-1.62707, -0.30836, -1.85347)
C (0.85130, -0.02943, 2.67705)
C (-0.10019, -0.07685, -1.97482)
C (0.46515, 1.16601, 0.62006)
C (0.67401, -0.69951, -0.80999)
H (-1.93052, -1.15473, -2.45211)
H (0.05095, 0.99082, -1.99225)
H (0.33448, -1.74120, 2.07333)
H (-0.08624, 1.66483, 2.47236)
H (-1.90419, -0.53490, -0.83398)
H (1.47567, -1.29616, -1.22099)
H (0.04401, -1.38417, -0.25762)
H (-0.58486, 0.94305, 0.45698)
H (0.67433, 2.14868, 0.22078)
H (0.21404, -0.52282, -2.90224)
H (-2.18976, 0.56836, -2.13459)

Results
SMILES string: CCCOCNC(=O)O
Total energy, eV: -12995.0744
Relative energy (zero: lowest compared OMol25 entry of this formula, charge and spin), kcal per mole: 41.0
Maximum force, Eh/bohr: 0.0450
Gap between HOMO and LUMO, eV: 10.86

=====

The following is a DFT calculation (ωB97M-V/def2-TZVPD) of an isolated molecule of C6H12N2O3 in a non-equilibrium geometry.

Cartesian coordinates (Å):
O (2.32190, -1.77856, -0.12305)
O (1.61678, 2.13978, -0.69183)
O (3.13529, 0.75550, 0.11528)
N (-0.56201, 2.04878, 0.97688)
N (-2.87922, 0.61406, -0.52006)
C (-0.60630, 0.72253, 0.47469)
C (1.87311, 1.04973, -0.24048)
C (0.82949, 0.02808, 0.01447)
C (0.01322, -2.34469, 0.29948)
C (1.05011, -1.28875, 0.08122)
C (-1.45460, 0.66540, -0.81226)
H (-0.96418, -1.91654, 0.49161)
H (-1.15979, 1.52039, -1.43822)
H (-1.21283, -0.24801, -1.36439)
H (-1.04233, 0.07073, 1.23258)
H (2.30522, -2.74139, -0.15214)
H (3.22828, -0.17637, 0.36245)
H (0.29883, -2.97936, 1.14077)
H (-3.15792, 1.45560, -0.02437)
H (-0.06583, 2.11459, 1.86060)
H (-0.05457, -2.97165, -0.59403)
H (-3.39368, 0.58884, -1.39547)
H (-0.11896, 2.67133, 0.30625)

Results
Total energy, eV: -15535.1722
Relative energy (zero: lowest compared OMol25 entry of this formula, charge and spin), kcal per mole: 0.0
Multiplicity: 3
Maximum force, Eh/bohr: 0.1938
Gap between HOMO and LUMO (alpha / beta), eV: 5.79 / 6.82

=====

The following is a DFT calculation (ωB97M-V/def2-TZVPD) of a structure of composition C45H44BrF5NO2P2S2TeTl in a non-equilibrium geometry.

Cartesian coordinates (Å):
Tl (0.94040, 0.37112, 0.11099)
Te (0.86666, -2.31550, 2.71629)
Br (2.57646, 2.43652, -0.21321)
S (-1.98679, -2.81462, 0.66341)
S (0.14315, -1.21660, -1.68722)
P (-0.47675, 2.08417, -1.98827)
P (-1.00260, 1.76505, 1.64571)
F (0.85717, -4.18936, 3.04591)
F (1.12165, -3.00891, 0.90850)
F (1.67611, -1.68518, 4.35387)
F (2.77278, -2.57618, 2.51758)
F (-0.48852, -2.48639, 4.09951)
O (0.67978, -0.58677, 2.21810)
O (-1.09492, -2.70067, 1.87156)
N (2.88590, -1.01090, -0.18840)
C (1.67260, 1.63912, -3.62793)
C (2.87252, -1.79389, -1.30005)
C (-3.64975, -0.05773, -4.57642)
C (-4.73175, -3.22429, 0.73760)
C (-1.67567, 1.31446, -4.44844)
C (5.16641, -2.41611, -0.85834)
C (-2.43097, -0.05554, 3.19719)
C (1.79863, 3.35707, 4.12927)
C (0.94509, 3.92891, -3.63783)
C (-2.75378, 0.56679, -2.43724)
C (2.91491, -3.33862, -3.65325)
C (-0.70587, 2.20030, 4.45468)
C (1.06631, 2.95657, 3.02368)
C (-3.53803, -3.32958, 1.42704)
C (-0.17847, 2.34698, 3.17415)
C (-4.81835, -0.32172, 3.19306)
C (-2.62623, 0.63919, -5.20087)
C (1.69704, -1.92801, -2.09205)
C (3.94158, -0.08518, 1.80942)
C (-3.77914, 1.26995, 1.71805)
C (-4.65554, -4.37720, 3.25926)
C (2.88091, 3.26872, -4.90752)
C (-5.86559, -4.33000, 2.56587)
C (-3.49306, -3.88039, 2.69805)
C (4.03399, -2.49926, -1.70070)
C (-2.28452, 3.48438, -0.36574)
C (1.99108, 4.24690, -4.49406)
C (-2.52038, 0.93331, 2.21931)
C (-7.09985, -4.94325, 3.16645)
C (3.94451, -0.94581, 0.58944)
C (1.74547, -2.68350, -3.24566)
C (1.28739, 3.16435, 5.40401)
C (-1.73495, 1.29046, -3.05778)
C (0.02911, 2.60578, 5.55886)
C (4.04315, -3.25946, -2.88605)
C (-1.62775, 3.39937, 1.01993)
C (-1.30666, 3.66811, -1.52443)
C (-4.91699, 0.63950, 2.19949)
C (0.78012, 2.62208, -3.19390)
C (5.11651, -1.67288, 0.27590)
C (-1.61306, -4.43999, -0.03850)
C (-5.88998, -3.72865, 1.31245)
C (-3.71258, -0.09039, -3.19042)
C (-3.57070, -0.66715, 3.69099)
C (2.71568, 1.95844, -4.47865)
H (2.77337, 3.80583, 3.98773)
H (-6.82625, -3.65525, 0.77213)
H (-4.62099, -4.81824, 4.24849)
H (0.84317, -2.77336, -3.83782)
H (4.94709, -3.78963, -3.15917)
H (-2.36604, -4.65883, -0.79524)
H (-7.97803, -4.76941, 2.54677)
H (4.46974, 0.84756, 1.60332)
H (6.05953, -2.96974, -1.12265)
H (4.45385, -0.59957, 2.62179)
H (-0.62414, -4.38456, -0.48607)
H (-2.55401, -3.91397, 3.23837)
H (-1.83100, 4.06255, -2.39770)
H (3.40574, 1.18806, -4.79893)
H (0.26546, 4.71111, -3.32681)
H (-4.38732, -0.58314, -5.16932)
H (5.95801, -1.61489, 0.95224)
H (3.70250, 3.52496, -5.56413)
H (-0.51722, 4.37168, -1.24811)
H (-7.29279, -4.53544, 4.15965)
H (1.54285, 0.61511, -3.29517)
H (-2.89458, 2.60071, -0.56517)
H (2.11295, 5.26620, -4.83835)
H (-3.88690, 2.03883, 0.96549)
H (-2.33162, 3.73960, 1.78358)
H (-6.96503, -6.02041, 3.27713)
H (2.93476, 0.15117, 2.14536)
H (2.91246, -3.91275, -4.57055)
H (-4.75828, -2.75911, -0.24175)
H (-0.87917, 1.85264, -4.94474)
H (1.86720, 3.45027, 6.27196)
H (-1.46811, -0.33929, 3.58087)
H (-2.56298, 0.65474, -6.28171)
H (-0.76286, 4.06596, 1.05854)
H (-1.68569, 1.77221, 4.60071)
H (-5.71109, -0.79968, 3.57642)
H (-5.88777, 0.91552, 1.80667)
H (-1.63023, -5.16803, 0.76975)
H (-2.78275, 0.49626, -1.35340)
H (-3.47171, -1.41579, 4.46571)
H (1.47497, 3.11684, 2.03476)
H (-4.50687, -0.64015, -2.69944)
H (-0.38539, 2.46929, 6.54953)
H (-2.96089, 4.34194, -0.35549)

Results
Total energy, eV: -188830.8458
Relative energy (zero: lowest compared OMol25 entry of this formula, charge and spin), kcal per mole: 0.0
Maximum force, Eh/bohr: 0.0616
Gap between HOMO and LUMO, eV: 6.84

=====

Repeat the first record exactly.
The following is a DFT calculation (ωB97M-V/def2-TZVPD) of an isolated molecule of C5H11NO3 in a non-equilibrium geometry.

Cartesian coordinates (Å):
O (1.31396, 0.23496, 0.03404)
O (-0.11193, -0.92046, 2.28110)
O (1.68182, -0.30519, 3.52367)
N (0.75503, 1.25707, 2.07268)
C (-1.62707, -0.30836, -1.85347)
C (0.85130, -0.02943, 2.67705)
C (-0.10019, -0.07685, -1.97482)
C (0.46515, 1.16601, 0.62006)
C (0.67401, -0.69951, -0.80999)
H (-1.93052, -1.15473, -2.45211)
H (0.05095, 0.99082, -1.99225)
H (0.33448, -1.74120, 2.07333)
H (-0.08624, 1.66483, 2.47236)
H (-1.90419, -0.53490, -0.83398)
H (1.47567, -1.29616, -1.22099)
H (0.04401, -1.38417, -0.25762)
H (-0.58486, 0.94305, 0.45698)
H (0.67433, 2.14868, 0.22078)
H (0.21404, -0.52282, -2.90224)
H (-2.18976, 0.56836, -2.13459)

Results
SMILES string: CCCOCNC(=O)O
Total energy, eV: -12995.0744
Relative energy (zero: lowest compared OMol25 entry of this formula, charge and spin), kcal per mole: 41.0
Maximum force, Eh/bohr: 0.0450
Gap between HOMO and LUMO, eV: 10.86

=====

> The highest total energy belongs to which entry?

C5H11NO3